(1)
{"formula": "C7H20BF3INbO8PS", "method": "wB97M-V/def2-TZVPD", "elements": ["I", "Nb", "S", "P", "F", "F", "F", "O", "O", "O", "O", "O", "O", "O", "O", "C", "C", "C", "C", "C", "C", "C", "B", "H", "H", "H", "H", "H", "H", "H", "H", "H", "H", "H", "H", "H", "H", "H", "H", "H", "H", "H", "H"], "xyz": [[-3.9945, -0.9575, 1.1516], [-3.6794, -3.0317, -0.6965], [-1.1366, -3.2917, -0.4343], [1.4574, 2.2833, 0.0354], [0.0992, -5.1651, -1.8815], [0.1092, -5.6029, 0.2451], [-1.6903, -5.8580, -0.8658], [3.0449, 2.2486, -0.4646], [-6.4547, -3.6696, -2.2616], [1.5925, 0.8237, 0.7369], [-6.7661, -3.2778, 0.1430], [-0.0171, 2.5458, 0.0905], [-0.8748, -3.0818, 0.9882], [-0.4174, -2.3695, -1.3046], [1.9142, 3.2406, 1.3111], [2.1300, -0.8113, -0.9860], [4.8066, 3.7387, 0.1852], [0.3644, 4.2699, 2.8380], [3.6854, 3.4880, -0.7993], [1.2077, 4.4458, 1.5932], [-0.6154, -5.0896, -0.7527], [1.1062, -0.3356, 0.0304], [-5.9695, -3.3719, -0.9915], [5.3683, 4.6349, -0.0847], [2.9735, 4.3169, -0.8059], [1.9554, 5.2288, 1.7604], [4.4152, 3.8651, 1.1943], [4.0915, 3.3901, -1.8089], [0.9408, -1.1120, 0.7747], [-3.8507, -4.3513, 0.5911], [-0.3410, 3.4470, 2.7200], [-3.5583, -4.2757, -2.0238], [0.5970, 4.7578, 0.7450], [-6.0811, -4.5338, -2.4814], [3.1086, -0.9372, -0.5181], [5.4865, 2.8859, 0.2142], [0.9980, 4.0250, 3.6927], [0.1498, -0.1208, -0.4450], [2.2483, -0.0785, -1.7906], [-0.1930, 5.1813, 3.0647], [-6.4235, -3.9644, 0.7348], [1.8204, -1.7550, -1.4275], [-3.6078, -1.7745, -2.0162]], "nbo_charge": [-0.3207, 1.0199, 1.5765, 2.4131, -0.3262, -0.3215, -0.3095, -0.7391, -0.9577, -0.7994, -0.9481, -0.9686, -0.9412, -0.9440, -0.8319, -0.6365, -0.6329, -0.6292, -0.0655, -0.0610, 0.7338, -0.0788, 0.8298, 0.2053, 0.1732, 0.1591, 0.2300, 0.1782, 0.2091, -0.4183, 0.2308, -0.2924, 0.1861, 0.5087, 0.1994, 0.2149, 0.2037, 0.2022, 0.1871, 0.1999, 0.5136, 0.2423, -0.3943], "e_lumo_ev": 1.397, "orbital_gap_ev": 7.0, "e_homo_ev": -5.572, "charge": -1}


(2)
{"formula": "C7H20F7MgNO9S2", "method": "wB97M-V/def2-TZVPD", "elements": ["S", "S", "Mg", "F", "F", "F", "F", "F", "F", "F", "O", "O", "O", "O", "O", "O", "O", "O", "O", "N", "C", "C", "C", "C", "C", "C", "C", "H", "H", "H", "H", "H", "H", "H", "H", "H", "H", "H", "H", "H", "H", "H", "H", "H", "H", "H", "H"], "xyz": [[-25.5790, 3.6690, 8.5817], [-27.2450, 3.7821, 10.3768], [-27.3813, 0.9730, 9.0291], [-28.6674, 5.0570, 8.4772], [-24.7824, 1.5510, 6.9830], [-29.9405, 4.1220, 9.8900], [-24.1642, 3.5926, 6.3624], [-26.2670, 2.8806, 6.0969], [-27.0600, -0.2445, 7.5848], [-28.7376, 5.9254, 10.3672], [-26.6631, -2.7419, 8.6321], [-25.3678, -1.6489, 5.7683], [-27.9971, -1.2325, 5.2725], [-29.2708, 1.5891, 8.1217], [-24.3413, 3.4662, 9.3223], [-27.8189, 2.9018, 11.4010], [-26.2705, 4.7303, 10.9367], [-25.8984, 5.0600, 8.2979], [-25.5403, 0.4527, 9.9757], [-26.8323, 2.7381, 9.0499], [-24.0785, -2.0318, 6.1391], [-25.1510, 2.8448, 6.8412], [-25.1937, 0.5409, 11.3833], [-29.1229, 2.1981, 6.8729], [-28.8022, 4.8129, 9.7246], [-25.6972, -3.1180, 9.5682], [-29.3424, -0.8131, 5.1753], [-23.4776, -2.5581, 5.3975], [-30.0647, 2.2998, 6.3337], [-25.8349, -1.1117, 6.4124], [-24.8629, -0.4308, 11.7500], [-24.7277, 0.1980, 9.5325], [-24.4305, 1.3139, 11.4737], [-23.5760, -1.1178, 6.4558], [-26.1297, 0.7550, 11.8993], [-25.9686, -2.6892, 10.5329], [-24.7502, -2.7181, 9.2058], [-29.8285, -0.6907, 6.1431], [-28.3373, 1.7543, 6.2614], [-29.9176, -1.5221, 4.5798], [-27.7847, -0.7803, 6.0923], [-26.6629, -1.8065, 8.4163], [-25.5306, -4.1645, 9.8236], [-28.6104, 3.1535, 6.9859], [-24.0477, -2.6629, 7.0272], [-29.5205, 0.1483, 4.6935], [-30.1371, 1.1765, 8.1523]], "nbo_charge": [2.1263, 2.0283, 1.8417, -0.2923, -0.3419, -0.3049, -0.2796, -0.3234, -0.9064, -0.2703, -0.7303, -0.3214, -0.5337, -0.8021, -0.9025, -0.9501, -0.8040, -0.8712, -0.8315, -1.3594, -0.2981, 0.7763, -0.2625, -0.2867, 0.8295, -0.2442, -0.2847, 0.2408, 0.2068, 0.5238, 0.1903, 0.5060, 0.2195, 0.2394, 0.2076, 0.1676, 0.1379, 0.1736, 0.1822, 0.2183, 0.4960, 0.4843, 0.2107, 0.2154, 0.2552, 0.2091, 0.5144], "e_lumo_ev": [-3.543, -9.187], "e_above_lowest_ev": 1.6839, "multiplicity": 2, "orbital_gap_ev": [9.9, 4.2], "e_homo_ev": [-13.473, -13.435], "charge": 1}


(3)
{"formula": "C7H20MnO11S2", "method": "wB97M-V/def2-TZVPD", "elements": ["Mn", "S", "S", "O", "O", "O", "O", "O", "O", "O", "O", "O", "O", "O", "C", "C", "C", "C", "C", "C", "C", "H", "H", "H", "H", "H", "H", "H", "H", "H", "H", "H", "H", "H", "H", "H", "H", "H", "H", "H", "H"], "xyz": [[-0.9443, 0.7126, 0.4022], [0.7271, 2.3606, -2.1900], [-2.8902, 2.6310, 0.2011], [2.0678, 1.7934, -2.5043], [0.1831, 1.4906, -1.0526], [-2.0992, 0.0387, 2.1717], [0.8184, 3.7364, -1.7051], [-1.5727, 2.6702, 0.9293], [-0.8978, -1.2443, -0.4584], [-2.7882, 3.5620, -0.9080], [-0.1716, 2.2142, -3.3436], [0.7808, 0.3936, 1.6781], [-2.9391, 1.2010, -0.2814], [-4.0175, 2.9391, 1.1033], [-2.0597, -1.2712, 2.7167], [2.0360, 0.2206, 1.0051], [0.5457, -2.8461, -1.5647], [2.8123, 1.5211, 0.9289], [-1.1207, -1.4319, -2.8373], [2.8029, -0.9234, 1.6563], [-0.1525, -1.4957, -1.6736], [-2.8112, -1.9276, 2.2690], [-1.0859, -1.7420, 2.5651], [1.1803, -2.9181, -2.4507], [2.1237, 2.3409, 0.7098], [1.8564, -0.0707, -0.0299], [3.2891, 1.7687, 1.8866], [1.1587, -2.8932, -0.6621], [3.6650, -1.2315, 1.0606], [-1.5727, -0.4351, -2.8191], [-0.1380, -3.7006, -1.5589], [0.5763, -0.6888, -1.7646], [-2.9134, 0.4235, 2.5140], [0.9572, 0.6739, 2.5811], [3.1286, -0.6337, 2.6604], [-0.6816, -1.5373, -3.8285], [-1.9234, -2.1646, -2.6901], [-1.4906, -1.9909, -0.3323], [-2.1407, -1.2119, 3.8080], [3.5217, 1.4876, 0.1039], [2.1801, -1.8211, 1.7040]], "nbo_charge": [1.5093, 2.5989, 2.5651, -1.1253, -1.1897, -0.7274, -1.0509, -1.1182, -0.7601, -1.0180, -1.0705, -0.7547, -1.1300, -1.0823, -0.2495, 0.0745, -0.6291, -0.6469, -0.6402, -0.6229, 0.0643, 0.1629, 0.1827, 0.2172, 0.2819, 0.2252, 0.1606, 0.2028, 0.2107, 0.2838, 0.1799, 0.2621, 0.5105, 0.4818, 0.1818, 0.2151, 0.1663, 0.4746, 0.1604, 0.2443, 0.1993], "e_lumo_ev": [4.088, 4.078], "multiplicity": 6, "orbital_gap_ev": [4.9, 4.9], "e_homo_ev": [-0.799, -0.793], "charge": -2}


(4)
{"formula": "C7H20N3", "method": "wB97M-V/def2-TZVPD", "elements": ["N", "N", "N", "C", "C", "C", "C", "C", "C", "C", "H", "H", "H", "H", "H", "H", "H", "H", "H", "H", "H", "H", "H", "H", "H", "H", "H", "H", "H", "H"], "xyz": [[0.7023, -1.6963, -0.6835], [0.4611, 1.3745, 1.4414], [-1.2266, -0.5484, -1.5084], [1.2754, 1.2453, -0.8733], [-1.4057, 0.2870, -0.2438], [-2.0284, 1.6939, -0.4719], [-2.0028, -0.6915, 0.7287], [2.4569, -1.0662, 1.0120], [0.5496, 0.6157, 0.3244], [1.0799, -0.9011, 0.4546], [2.6205, -0.4968, 1.8710], [-0.2952, -1.1586, -1.1675], [-3.0326, -0.8146, 0.5980], [0.3986, -1.3779, 1.3042], [0.7609, 2.3084, 1.4932], [-2.8235, 1.8307, 0.2802], [0.9547, 2.2427, -1.0525], [2.7422, -2.1376, 1.0911], [1.4884, 0.5862, -1.6299], [3.1117, -0.6813, 0.2387], [-1.1402, 0.0947, -2.2931], [0.2231, 0.9866, 2.3324], [-1.9453, -0.3487, 1.7280], [2.2262, 1.4127, -0.4790], [-1.5847, -1.7663, 0.8663], [-2.0587, -1.0889, -1.7356], [-2.2143, 2.1139, -1.5068], [1.3210, -1.7010, -1.5967], [-1.1930, 2.3699, -0.0952], [0.5786, -2.6868, -0.4268]], "nbo_charge": [-0.7979, -0.7643, -0.8391, -0.6970, 0.3331, -0.7187, -0.7386, -0.6202, 0.1505, -0.0711, 0.2336, 0.4241, 0.2305, 0.1962, 0.3915, 0.2453, 0.2341, 0.2261, 0.2083, 0.2037, 0.4044, 0.3990, 0.2355, 0.2207, 0.2228, 0.4004, 0.2393, 0.4049, 0.2237, 0.4190], "e_lumo_ev": [-2.625, -4.834], "multiplicity": 3, "orbital_gap_ev": [4.8, 9.3], "e_homo_ev": [-7.451, -14.090], "charge": 1}


Quick rundown of electronic energy, same order as above: -2299.30348, -2705.75193, -3053.83558, -442.49033 a.u.